[1]
{
  "formula": "C22H28ClN3O3",
  "method": "wB97M-V/def2-TZVPD",
  "species": ["C", "C", "C", "N", "C", "C", "C", "C", "C", "C", "C", "H", "H", "Cl", "H", "H", "O", "C", "N", "C", "C", "H", "H", "C", "C", "O", "N", "H", "C", "H", "C", "H", "C", "H", "C", "H", "C", "H", "O", "H", "H", "H", "H", "C", "C", "H", "H", "H", "H", "H", "H", "H", "H", "H", "H", "H", "H"],
  "coordinates": [[2.0433, -3.0319, 0.9796], [2.7991, -1.9331, 0.3355], [2.4299, -0.9741, -0.5695], [3.5114, -0.1853, -0.8310], [4.4835, -0.6660, -0.1074], [5.8325, -0.1545, -0.0384], [6.7872, -0.7569, 0.7809], [8.0705, -0.2518, 0.8429], [8.4029, 0.8602, 0.0836], [7.4649, 1.4711, -0.7373], [6.1838, 0.9635, -0.7967], [5.4339, 1.4174, -1.4240], [7.7419, 2.3354, -1.3202], [10.0079, 1.4944, 0.1612], [8.8123, -0.7137, 1.4755], [6.5157, -1.6208, 1.3678], [4.1083, -1.7365, 0.6282], [1.1004, -0.7366, -1.2014], [0.0554, -0.6950, -0.1890], [-1.2872, -0.7263, -0.7296], [-1.7038, 0.5766, -1.4246], [-2.7279, 0.4822, -1.7928], [-1.0572, 0.7482, -2.2882], [-1.5750, 1.7642, -0.4594], [-2.6578, 1.7183, 0.6197], [-2.4463, 1.5128, 1.7972], [-3.8968, 1.9762, 0.1418], [-4.0520, 2.0715, -0.8492], [-5.0833, 1.9358, 0.9587], [-5.6762, 2.8350, 0.7694], [-5.9366, 0.6929, 0.6570], [-6.9079, 0.8116, 1.1592], [-5.2644, -0.6195, 1.0773], [-5.5605, -0.9227, 2.0782], [-5.7229, -1.5909, -0.0063], [-5.0421, -2.4261, -0.1515], [-5.7835, -0.6722, -1.2242], [-6.5085, -0.9912, -1.9763], [-6.1810, 0.5999, -0.7459], [-4.7934, -0.6001, -1.6994], [-6.7174, -1.9746, 0.2240], [-4.1807, -0.5025, 1.0545], [-4.7641, 1.9168, 2.0026], [-0.1738, 1.7760, 0.1600], [0.1892, 0.4074, 0.7486], [1.2178, 0.4269, 1.1130], [-0.4724, 0.2007, 1.5926], [-0.1347, 2.5195, 0.9565], [0.5551, 2.0551, -0.6037], [-1.7279, 2.6957, -1.0197], [-1.3651, -1.5646, -1.4284], [-1.9632, -0.9183, 0.1103], [1.1832, 0.1808, -1.8019], [0.8695, -1.5668, -1.8783], [2.2794, -3.9880, 0.5114], [2.3031, -3.0971, 2.0341], [0.9817, -2.8291, 0.8730]],
  "homo_lumo_gap_ha": 0.313,
  "smiles": "Cc1oc(-c2ccc(Cl)cc2)nc1CN1CCC(C(=O)NC[C@@H]2CCCO2)CC1",
  "homo_ev": -8.0,
  "e_lumo_ev": 0.525,
  "relative_energy_ev": 0.284
}



[2]
{
  "formula": "C22H28CoN5O2Si",
  "method": "wB97M-V/def2-TZVPD",
  "species": ["Co", "C", "Si", "C", "C", "N", "C", "C", "C", "C", "C", "C", "O", "C", "C", "C", "C", "C", "C", "H", "H", "H", "H", "H", "H", "H", "H", "H", "H", "H", "H", "H", "H", "H", "H", "H", "H", "N", "C", "N", "C", "N", "C", "C", "N", "H", "H", "H", "C", "C", "C", "O", "H", "H", "H", "H", "H", "H", "H"],
  "coordinates": [[-0.1818, -0.2125, -0.0379], [2.7316, 2.8291, 1.5342], [2.1684, 1.9488, 0.0106], [2.7946, 2.7902, -1.5171], [4.2624, 0.1272, -0.1421], [0.4800, 1.6139, 0.0166], [-0.4623, 2.6320, 0.2047], [-0.2141, 4.0087, 0.0796], [-1.1990, 4.9647, 0.3006], [-2.4796, 4.5854, 0.6667], [-2.7634, 3.2323, 0.8039], [-1.7776, 2.3004, 0.5600], [-1.9976, 0.9139, 0.7313], [-3.2829, 0.4037, 0.6524], [-4.1007, 0.6633, -0.4358], [-5.3466, 0.0543, -0.5018], [-5.7642, -0.8140, 0.5035], [-4.9241, -1.0710, 1.5786], [-3.6771, -0.4577, 1.6570], [3.8247, 2.8098, 1.6184], [2.3120, 2.3260, 2.4104], [2.4118, 3.8757, 1.5554], [3.8912, 2.8453, -1.5054], [2.4139, 3.8092, -1.6358], [2.4938, 2.2081, -2.3942], [4.9091, 1.0036, -0.1804], [4.2145, -2.0117, -0.2485], [2.3504, -0.4898, 0.1137], [0.7824, 4.3362, -0.2020], [-0.9568, 6.0153, 0.1860], [-3.2517, 5.3233, 0.8458], [-3.7509, 2.9118, 1.1092], [-3.7607, 1.3342, -1.2162], [-5.9959, 0.2624, -1.3442], [-6.7400, -1.2821, 0.4496], [-5.2406, -1.7407, 2.3689], [-3.0062, -0.6384, 2.4899], [7.7619, 0.5423, -0.4544], [6.9939, -0.3291, -0.4332], [6.1446, -1.3553, -0.4086], [4.8505, -1.1302, -0.2638], [2.9345, 0.3445, 0.0134], [-3.4494, -2.6263, -1.6110], [-2.3300, -1.6964, -1.5279], [-1.4678, -0.9538, -1.4790], [-3.1303, -3.5435, -2.1015], [-4.2681, -2.1712, -2.1645], [-3.7890, -2.8529, -0.6016], [1.9801, -3.4894, 1.4301], [1.3188, -2.9719, 0.1644], [0.3019, -3.9732, -0.3649], [0.7142, -1.7289, 0.4293], [2.5361, -4.4123, 1.2354], [1.2154, -3.6909, 2.1875], [2.6699, -2.7466, 1.8360], [2.0902, -2.8563, -0.6096], [-0.5102, -4.0887, 0.3631], [0.7648, -4.9507, -0.5286], [-0.1132, -3.6304, -1.3167]],
  "homo_lumo_gap_ha": [0.263, 0.274],
  "s2": 6.027,
  "homo_ev": [-7.1, -7.8],
  "e_lumo_ev": [0.103, -0.370],
  "relative_energy_ev": 0.000,
  "spin_multiplicity": 5
}